Here is C42H37ILaN7O2S as an isolated structure from OMol25. Energies are from ωB97M-V/def2-TZVPD.

Calculated values
frontier orbital gap = 0.2509 Ha
HOMO energy = -6.91 eV
relative energy (zero: lowest compared OMol25 entry of this formula, charge and spin) = 17.3 kJ/mol

CARTESIAN COORDINATES (ANGSTROEM)
La 0.1301 -0.2015 -0.1853
I -1.7492 2.5109 -1.2728
C -3.0099 1.2525 -2.3375
C -4.2312 1.7563 -2.6819
C -5.1147 0.9714 -3.4550
C -4.7288 -0.2644 -3.8729
C -3.4582 -0.7852 -3.5251
C -3.0563 -2.0619 -4.0031
C -1.8416 -2.5642 -3.6656
C -0.9869 -1.8341 -2.7947
C -1.2955 -0.5877 -2.2908
C -2.5625 -0.0504 -2.7117
H -4.5219 2.7495 -2.3720
H -6.0861 1.3664 -3.7181
H -5.3917 -0.8713 -4.4761
H -3.7310 -2.6126 -4.6469
H -1.5328 -3.5277 -4.0554
H -0.0378 -2.3044 -2.5416
S -2.4245 -0.0954 1.2703
C -1.6983 -1.2873 2.3199
C -2.2352 -1.5999 3.5833
C -1.6050 -2.5173 4.3824
C -0.4292 -3.1268 3.9364
C 0.0427 -2.7670 2.6952
N -0.5713 -1.8848 1.8989
H -3.1368 -1.0941 3.9002
H -2.0156 -2.7520 5.3561
H 0.1039 -3.8507 4.5348
H 0.9665 -3.1845 2.3174
N 3.2415 -0.4491 -4.3950
C 3.2390 -1.8281 -4.4362
C 2.6676 -2.2291 -3.2703
N 2.3127 -1.1380 -2.5139
C 2.6732 -0.0960 -3.2158
C 2.4987 1.2593 -2.7049
N 1.7933 1.5023 -1.6308
C 1.9097 2.8548 -1.4013
C 2.6879 3.4200 -2.3591
N 3.0627 2.3853 -3.1963
H 3.5369 0.1595 -5.1382
H 3.6261 -2.3698 -5.2773
H 2.4831 -3.2326 -2.9323
H 1.4409 3.3151 -0.5514
H 3.0101 4.4287 -2.5256
H 3.6850 2.4621 -3.9824
C -4.4915 5.0393 4.2609
C -3.0096 5.2675 4.1895
C -2.4711 6.4896 4.5695
C -1.1029 6.7120 4.5178
C -0.2642 5.7053 4.0784
C -0.7895 4.4781 3.6932
N 0.1092 3.4753 3.2312
C 0.4928 2.4430 4.0584
C 0.3340 2.5643 5.4453
C 0.7430 1.5562 6.2938
C 1.3246 0.3904 5.8057
C 1.4820 0.2614 4.4400
C 1.0740 1.2578 3.5550
C 1.2226 0.9712 2.1063
O 0.6300 1.7117 1.2385
O 1.8429 -0.0529 1.7208
C -2.1630 4.2416 3.7457
C -2.7377 2.9115 3.3508
H -4.9998 5.8941 4.7053
H -4.7322 4.1588 4.8580
H -4.9254 4.8733 3.2735
H -3.1334 7.2748 4.9106
H -0.6946 7.6678 4.8196
H 0.8066 5.8455 4.0246
H 0.0054 3.1803 2.2666
H -0.1152 3.4615 5.8473
H 0.6007 1.6854 7.3598
H 1.6358 -0.3983 6.4753
H 1.9101 -0.6348 4.0096
H -3.1085 2.3736 4.2277
H -2.0201 2.2629 2.8548
H -3.5841 3.0245 2.6726
C 3.5917 -6.3835 0.3666
C 2.8733 -5.0809 0.1788
C 3.4830 -3.8625 0.4474
C 2.7667 -2.6873 0.2957
N 1.4950 -2.6643 -0.0994
C 0.9030 -3.8292 -0.3602
C 1.5481 -5.0470 -0.2419
H 4.6728 -6.2565 0.3313
H 3.3040 -7.1070 -0.3958
H 3.3400 -6.8167 1.3362
H 4.5119 -3.8194 0.7784
H 3.2137 -1.7263 0.5177
H -0.1366 -3.7802 -0.6617
H 1.0103 -5.9568 -0.4692

Charges computed using Löwdin, reported in e: La 1.751; I 1.022; C -0.638; C -0.168; C -0.087; C -0.045; C -0.175; C -0.055; C -0.096; C -0.196; C -0.301; C -0.273; H 0.082; H 0.100; H 0.108; H 0.105; H 0.095; H 0.035; S 0.480; C -0.781; C -0.102; C -0.077; C -0.079; C -0.159; N -0.070; H 0.098; H 0.105; H 0.096; H 0.093; N 0.113; C -0.074; C -0.127; N 0.105; C -0.274; C -0.274; N 0.028; C -0.155; C -0.063; N 0.114; H 0.153; H 0.110; H 0.102; H 0.090; H 0.112; H 0.154; C -0.051; C -0.230; C -0.054; C -0.086; C -0.032; C -0.228; N 0.090; C -0.185; C -0.013; C -0.082; C -0.093; C -0.028; C -0.068; C -0.625; O -0.269; O -0.143; C -0.155; C -0.034; H 0.073; H 0.082; H 0.083; H 0.105; H 0.098; H 0.113; H 0.109; H 0.112; H 0.102; H 0.095; H 0.111; H 0.095; H 0.028; H 0.082; C -0.042; C -0.266; C -0.013; C -0.145; N -0.045; C -0.153; C -0.018; H 0.079; H 0.082; H 0.090; H 0.115; H 0.105; H 0.113; H 0.117


Here is C42H37N7O6P2S3Se2Ti as an isolated structure from OMol25. Energies are from ωB97M-V/def2-TZVPD.

Calculated values
frontier orbital gap (spin up / spin down) = 0.1579 / 0.1601 Ha
HOMO energy (spin up / spin down) = -0.49 / -0.55 eV
net charge = -2

CARTESIAN COORDINATES (ANGSTROEM)
Ti 0.8308 1.4084 -1.7390
C 5.6593 4.6916 -0.1871
C 4.1735 5.0042 -0.2644
N 3.3674 4.0844 0.5295
C 2.9250 2.8896 -0.0468
S 1.6429 2.0222 0.7647
N 3.5412 2.4816 -1.1097
N 2.8481 1.4740 -1.7908
C 3.5067 0.8337 -2.7681
C 4.9708 1.0070 -3.0119
C 2.7031 -0.0105 -3.5407
C 3.1901 -0.8778 -4.5600
C 2.3360 -1.7075 -5.2167
C 0.9500 -1.6842 -4.8770
C 0.5314 -0.8134 -3.9140
N 1.3554 0.0293 -3.2418
H 6.2327 5.3455 -0.8563
H 5.8231 3.6568 -0.4915
H 6.0330 4.8189 0.8362
H 3.8508 4.9654 -1.3076
H 3.9840 6.0081 0.1201
H 2.5843 4.5172 0.9937
H 5.3500 1.7924 -2.3618
H 5.1686 1.2886 -4.0521
H 5.5275 0.0848 -2.8014
H 4.2512 -0.8738 -4.7870
H 2.7055 -2.3812 -5.9849
H 0.2305 -2.3279 -5.3703
H -0.5128 -0.7489 -3.6408
Se 2.8754 -2.5755 3.6097
P 1.0013 -2.6776 2.6314
C -0.2578 -2.1099 3.8150
C -0.2576 -0.7476 4.1128
C -1.1233 -0.2480 5.0755
C -1.9872 -1.0985 5.7512
C -1.9837 -2.4562 5.4688
C -1.1187 -2.9609 4.5016
C 0.6440 -4.4068 2.1624
C 0.6627 -5.4164 3.1217
C 0.4918 -6.7428 2.7455
C 0.3413 -7.0706 1.4002
C 0.3592 -6.0763 0.4432
C 0.5029 -4.7406 0.8217
C 0.8498 -1.7318 1.0955
C -0.0548 -0.9705 0.3420
N 0.6726 -0.4399 -0.6833
N 1.9376 -0.8773 -0.5706
N 2.0540 -1.6409 0.4827
P -1.8853 -0.9862 0.2149
Se -2.6724 -0.2218 -1.5785
C -2.4285 -2.7365 0.4087
C -2.5779 -3.5141 -0.7322
C -2.9629 -4.8517 -0.6227
C -3.2075 -5.4101 0.6210
C -3.0604 -4.6390 1.7594
C -2.6607 -3.3077 1.6438
C -2.5464 -0.0792 1.6344
C -3.7689 -0.3989 2.2337
C -4.3171 0.4508 3.1867
C -3.6673 1.6370 3.5164
C -2.4697 1.9689 2.9014
C -1.9029 1.1099 1.9676
H 0.4177 -0.0795 3.5853
H -1.1264 0.8139 5.2897
H -2.6714 -0.6993 6.4921
H -2.6588 -3.1241 5.9915
H -1.1239 -4.0208 4.2793
H 0.8502 -5.1616 4.1582
H 0.5028 -7.5228 3.4978
H 0.2241 -8.1073 1.1041
H 0.2586 -6.3256 -0.6070
H 0.5163 -3.9591 0.0694
H -2.4122 -3.0566 -1.7008
H -3.0751 -5.4503 -1.5188
H -3.5017 -6.4515 0.7051
H -3.2406 -5.0678 2.7406
H -2.5607 -2.7038 2.5314
H -4.3026 -1.2940 1.9414
H -5.2598 0.1955 3.6587
H -4.1069 2.3092 4.2464
H -1.9739 2.9087 3.1162
H -0.9731 1.3857 1.4810
O 0.0723 4.6757 -0.2472
S -1.0541 3.8560 -0.5984
O -2.1610 3.9215 0.3296
O -0.7574 2.4283 -0.9478
C -1.6223 4.6404 -2.1125
C -2.6308 5.5867 -1.9497
C -3.0370 6.3660 -3.0201
C -2.4520 6.2109 -4.2611
C -1.4479 5.2681 -4.4402
C -1.0263 4.4889 -3.3742
S 0.2363 3.2756 -3.7080
O 0.7543 3.5971 -5.0057
O -0.4494 1.9760 -3.5851
O 1.1976 3.3716 -2.5981
H -3.0829 5.6894 -0.9704
H -3.8158 7.1077 -2.8773
H -2.7759 6.8205 -5.0978
H -0.9725 5.1190 -5.4015

Atom charges from the Löwdin analysis, given in e for atoms 1 to 99: Ti 0.806; C -0.114; C -0.281; N -0.029; C -0.792; S 0.664; N 0.018; N -0.117; C -0.297; C -0.045; C -0.231; C -0.039; C -0.112; C -0.096; C -0.144; N -0.029; H 0.060; H 0.052; H 0.062; H 0.106; H 0.104; H 0.086; H 0.049; H 0.074; H 0.077; H 0.096; H 0.084; H 0.082; H 0.062; Se 0.216; P 0.524; C -0.360; C -0.088; C -0.079; C -0.093; C -0.090; C -0.113; C -0.345; C -0.122; C -0.090; C -0.105; C -0.084; C -0.070; C -0.442; C -0.381; N -0.158; N -0.023; N -0.003; P 0.586; Se 0.395; C -0.337; C -0.107; C -0.088; C -0.107; C -0.078; C -0.108; C -0.342; C -0.090; C -0.093; C -0.095; C -0.077; C -0.088; H 0.114; H 0.105; H 0.098; H 0.095; H 0.085; H 0.095; H 0.094; H 0.094; H 0.104; H 0.104; H 0.062; H 0.098; H 0.098; H 0.102; H 0.075; H 0.100; H 0.094; H 0.096; H 0.115; H 0.063; O -0.311; S 0.467; O -0.315; O -0.531; C -0.193; C -0.060; C -0.096; C -0.096; C -0.062; C -0.209; S 0.506; O -0.290; O -0.362; O -0.359; H 0.107; H 0.095; H 0.093